(1)
{
  "formula": "C4H35N3O13",
  "method": "wB97M-V/def2-TZVPD",
  "charge": 0,
  "e_homo_ev": -9.844,
  "relative_energy_kcal_mol": 100.5,
  "species": ["O", "C", "N", "C", "C", "N", "C", "N", "H", "H", "H", "H", "H", "H", "H", "H", "H", "H", "H", "H", "H", "O", "H", "H", "O", "H", "H", "O", "H", "H", "O", "H", "H", "O", "H", "H", "O", "H", "H", "O", "H", "H", "O", "H", "H", "O", "H", "H", "O", "H", "H", "O", "H", "H", "O"],
  "positions_angstrom": [[0.33520, -1.18193, 0.08775], [0.93205, -0.46004, -0.69007], [1.32648, -0.89689, -1.91396], [1.36231, 0.98177, -0.23183], [2.76235, 0.71204, 0.36445], [0.33742, 1.47377, 0.67804], [-0.20720, 2.83187, 0.42901], [-1.57449, 2.77342, -0.02505], [1.53187, -0.27879, -2.62116], [1.17274, -1.85628, -2.18883], [1.32969, 1.66705, -1.18247], [3.27781, 0.04534, -0.29391], [3.37335, 1.59104, 0.47709], [2.95056, 0.42561, 1.45336], [0.53589, 1.19346, 1.54620], [0.40302, 3.45593, -0.33803], [-0.21134, 3.37675, 1.39335], [-1.60006, 2.10484, -0.79467], [-2.08836, 2.29108, 0.81723], [-3.46186, -0.61806, 1.39945], [-3.09658, -2.05041, 1.31093], [-3.67179, -1.47967, 1.71074], [0.45922, 2.61853, 4.41554], [0.85161, 2.85894, 2.88245], [1.19337, 2.75163, 3.79915], [0.48055, -4.14774, -3.06873], [0.50828, -3.89145, -1.54539], [1.02227, -3.99004, -2.35747], [-0.51832, -1.05568, 3.63419], [-1.68054, -0.76445, 4.71310], [-1.14983, -0.36646, 3.99164], [1.49747, -0.76484, 3.50693], [1.19598, -1.88287, 2.44159], [1.16858, -1.65594, 3.39210], [-0.62917, -2.53994, -0.04837], [-0.27875, -4.06455, 0.17773], [-0.98590, -3.51154, -0.21813], [2.10513, 0.73393, -4.83278], [0.66376, 0.63648, -4.69967], [1.42094, 1.21652, -4.65597], [-2.59556, 1.75441, -2.30045], [-2.81938, 2.38931, -3.77859], [-2.61184, 1.54936, -3.29572], [-2.59687, -1.75054, -1.98135], [-1.28687, -1.19803, -1.40166], [-1.65921, -1.58582, -2.06302], [-1.51566, -0.41571, -4.70732], [-0.54517, -0.70817, -3.71267], [-0.53502, -0.49345, -4.56096], [3.43887, 1.65203, 4.44485], [3.18087, 2.43126, 3.24904], [3.76087, 1.65530, 3.53973], [-1.93066, 0.12090, 2.37338], [-1.38115, 0.94252, 1.14648], [-2.09304, 0.57356, 1.59399]],
  "atomic_forces_ev_per_a": [[-0.33, -0.36, 0.99], [0.75, 0.81, -1.26], [-0.77, -0.84, 2.18], [-0.83, -0.69, -1.37], [0.58, 0.95, 1.39], [0.32, 1.93, -4.80], [1.01, 0.64, -0.16], [-1.26, -0.81, 1.99], [0.79, 1.86, -1.66], [-0.12, -0.41, 0.12], [0.60, -1.21, 1.72], [0.50, -0.49, -0.19], [0.16, 0.92, -0.81], [-1.42, -0.54, -1.23], [0.79, -0.74, 4.28], [-0.66, -1.30, 1.35], [0.00, 0.05, -0.56], [-0.02, 0.11, 0.22], [0.49, 1.55, -2.50], [0.43, 1.13, -0.48], [2.36, -2.34, -1.64], [-3.09, 0.67, 2.09], [-0.02, 0.04, -0.53], [-0.03, -0.11, 1.28], [-0.17, 0.15, -0.74], [-2.33, -0.58, -2.26], [-0.68, -0.08, -0.49], [2.82, 0.89, 2.56], [-0.69, 0.58, 0.89], [0.58, 0.15, -0.82], [0.07, -0.70, 0.16], [0.36, 0.31, -0.23], [0.16, 0.47, 0.54], [-0.36, -0.76, -0.58], [-0.65, -2.57, -0.46], [-0.83, 0.36, 0.08], [1.64, 1.53, 0.85], [6.47, -4.30, -1.85], [-0.93, -0.38, -0.23], [-5.15, 4.99, 2.08], [-0.31, -0.12, -2.57], [0.30, -0.99, 1.01], [-0.14, 1.09, 1.43], [0.00, 0.18, 0.57], [2.85, 3.66, 6.77], [-3.03, -3.55, -7.55], [1.41, 0.18, -0.18], [0.11, -1.76, 6.31], [-1.98, 1.16, -6.03], [0.23, -0.45, 0.39], [1.25, -1.54, 0.20], [-1.31, 1.81, -0.58], [1.25, -1.30, 2.77], [2.71, -0.13, -0.79], [-3.88, 0.87, -1.66]],
  "mulliken_charge": [-0.578, -0.039, -0.018, 0.066, -1.540, 0.285, -0.580, -0.725, 0.077, 0.284, 0.514, 0.507, 0.381, 0.216, 0.241, 0.321, 0.308, 0.144, 0.326, 0.317, 0.286, -0.661, 0.298, 0.233, -0.656, 0.289, 0.335, -0.713, 0.441, 0.267, -0.669, 0.323, 0.332, -0.714, 0.486, 0.292, -0.778, 0.259, 0.406, -0.644, 0.353, 0.287, -0.588, 0.273, 0.096, -0.478, 0.304, 0.326, -0.652, 0.291, 0.334, -0.637, 0.432, 0.550, -0.813]
}

(2)
{
  "formula": "C4H35O14",
  "method": "wB97M-V/def2-TZVPD",
  "charge": -1,
  "e_homo_ev": -2.919,
  "relative_energy_kcal_mol": 207.0,
  "species": ["O", "H", "H", "H", "C", "C", "C", "O", "H", "H", "H", "H", "H", "H", "H", "C", "O", "H", "H", "H", "O", "H", "H", "O", "H", "H", "O", "H", "H", "O", "H", "H", "O", "H", "H", "O", "H", "H", "O", "H", "H", "O", "H", "H", "O", "H", "H", "O", "H", "H", "O", "H", "H"],
  "positions_angstrom": [[-1.61243, -1.46337, 3.88024], [-1.41675, -2.40312, 3.89306], [-2.17304, -1.22657, 4.62270], [-1.84688, -1.11909, 3.01530], [0.55956, 0.68031, -0.08612], [-0.71310, -0.03011, -0.56857], [-0.44630, -1.52279, -0.77233], [-1.87060, 0.13722, 0.27484], [0.94978, 0.19140, 0.80651], [0.38860, 1.75096, 0.02610], [1.35063, 0.67172, -0.83594], [-0.89037, 0.36910, -1.56723], [0.53446, -1.63480, -1.23454], [-1.10940, -2.15516, -1.36269], [-0.38852, -2.02385, 0.19395], [0.74653, -6.23115, 2.88507], [-0.08811, -5.66580, 3.83536], [1.55038, -6.74562, 3.41162], [0.27537, -7.13092, 2.48944], [0.98541, -5.55874, 2.06111], [-5.17112, -2.63499, -0.56797], [-4.54070, -1.99200, -0.24340], [-5.63254, -2.18319, -1.27451], [4.22067, 3.96485, -0.28861], [4.55017, 4.23284, 0.56921], [3.34457, 4.34710, -0.33929], [0.84796, 6.57959, 2.27992], [-0.01612, 6.42901, 2.66321], [0.66720, 6.85358, 1.38075], [3.80935, -5.77523, -1.81291], [4.75510, -5.90829, -1.87678], [3.70212, -5.15865, -1.08865], [-6.56296, 1.18149, 2.19546], [-5.64696, 1.09331, 1.93200], [-6.78888, 0.32889, 2.56728], [-4.32434, 3.98431, -0.26376], [-4.28965, 3.07988, 0.04775], [-4.17203, 4.51375, 0.51899], [-1.30756, 0.90593, -6.61521], [-0.58599, 0.29526, -6.46470], [-1.43327, 1.34136, -5.77210], [-1.31140, 4.16957, -3.57114], [-0.97435, 4.98209, -3.19373], [-1.54843, 3.63363, -2.81430], [2.13023, -0.53326, -5.62110], [2.95701, -1.01248, -5.56621], [2.18761, 0.12448, -4.92804], [3.90956, 0.76138, 3.94491], [3.38228, 0.66206, 4.73759], [3.55918, 1.54437, 3.52016], [5.45305, 0.19213, 0.21607], [5.04062, 0.88500, -0.29973], [5.00447, 0.22265, 1.06110]],
  "atomic_forces_ev_per_a": [[0.76, 0.26, 1.02], [0.59, -1.73, -0.33], [-0.54, 0.34, 0.21], [-0.38, 0.75, -1.85], [-0.10, 0.00, -0.28], [-2.12, -0.64, 1.20], [1.04, -0.31, 0.20], [1.54, 0.06, -0.41], [-0.01, 0.27, 0.30], [-0.33, -0.01, 0.62], [0.16, -0.48, -0.27], [-0.40, 0.39, -0.48], [0.31, -0.19, -0.14], [-0.54, 0.65, -0.13], [0.07, 0.08, 0.28], [-1.68, -0.42, 1.68], [-0.24, 0.92, -0.01], [1.46, 0.50, -0.20], [-0.56, -0.37, -1.05], [0.73, 0.00, -0.27], [-0.26, -0.26, 0.15], [0.45, 0.24, 0.03], [-0.06, 0.10, -0.18], [0.16, -0.15, -0.16], [0.12, 0.05, 0.22], [-0.27, 0.03, -0.04], [0.24, 0.01, 0.10], [-0.20, -0.08, 0.12], [-0.03, 0.07, -0.24], [-0.07, -0.11, -0.23], [0.21, -0.05, -0.01], [-0.15, 0.16, 0.24], [-0.14, 0.24, 0.12], [0.28, -0.04, -0.18], [-0.10, -0.23, 0.03], [-0.08, 0.24, -0.20], [0.15, -0.38, -0.02], [0.02, 0.11, 0.17], [-0.15, 0.06, -0.25], [0.27, -0.22, 0.03], [-0.06, 0.16, 0.23], [0.06, -0.01, -0.29], [0.06, 0.18, 0.05], [-0.15, -0.24, 0.26], [-0.20, 0.04, -0.23], [0.16, -0.18, 0.01], [-0.04, 0.17, 0.23], [0.24, -0.06, -0.09], [-0.12, -0.12, 0.18], [-0.12, 0.19, -0.15], [0.27, -0.11, -0.08], [-0.14, 0.23, -0.16], [-0.15, -0.09, 0.28]],
  "mulliken_charge": [-0.442, 0.422, 0.435, 0.386, -1.150, 0.589, -1.170, -0.846, 0.237, 0.313, 0.331, -0.009, 0.298, 0.316, 0.214, -0.484, -0.864, 0.183, 0.179, 0.087, -0.653, 0.333, 0.311, -0.616, 0.310, 0.309, -0.636, 0.317, 0.318, -0.639, 0.311, 0.326, -0.631, 0.313, 0.316, -0.636, 0.332, 0.300, -0.655, 0.328, 0.318, -0.631, 0.291, 0.341, -0.616, 0.302, 0.318, -0.612, 0.300, 0.314, -0.648, 0.319, 0.319]
}

(3)
{
  "formula": "C4H36NO15",
  "method": "wB97M-V/def2-TZVPD",
  "charge": -1,
  "e_homo_ev": -6.876,
  "relative_energy_kcal_mol": 1.6,
  "species": ["C", "O", "C", "C", "C", "O", "N", "H", "H", "H", "H", "H", "H", "H", "H", "H", "H", "H", "H", "O", "H", "H", "O", "H", "H", "O", "H", "H", "O", "H", "H", "O", "H", "H", "O", "H", "H", "O", "H", "H", "O", "H", "H", "O", "H", "H", "O", "H", "H", "O", "H", "H", "O", "H", "H", "O"],
  "positions_angstrom": [[0.43090, 1.34002, -1.78716], [-0.42849, 1.95036, -2.73107], [-0.15810, 0.07412, -1.23510], [0.68564, -0.63225, -0.18290], [1.92647, -1.44394, -0.69215], [1.24272, 0.39682, 0.68304], [-0.49885, -0.90762, -2.29361], [0.58258, 2.05441, -0.97017], [1.44102, 1.25221, -2.19986], [-1.09968, 0.28542, -0.71517], [0.15787, -1.30050, 0.50984], [2.88118, -1.02951, -0.38466], [1.83013, -2.44017, -0.26964], [1.90027, -1.45261, -1.78342], [3.12032, -0.49863, 2.71031], [-0.03556, -0.65923, -3.15383], [-1.49115, -1.04173, -2.36203], [-2.95966, 1.77587, 1.19555], [-2.46899, 0.12620, 0.09241], [-2.48433, 0.31196, 1.03388], [4.20192, -1.17730, 1.78465], [1.39556, 0.14054, 1.61783], [4.07245, -0.56157, 2.50667], [-1.25033, 2.28323, -2.35601], [-2.51746, 3.75891, -1.40654], [-2.24409, 2.87780, -1.68236], [-3.25173, -2.71248, 1.22781], [-2.33258, -2.20263, 0.31847], [-2.75702, -3.07019, 0.41529], [0.01780, 1.34907, -4.38005], [1.25293, 1.51789, -5.30061], [0.34527, 1.20731, -5.28664], [3.87595, 1.92685, 0.67027], [2.51460, 1.36337, 0.06740], [3.32416, 1.89322, -0.11429], [1.06090, -1.60112, 2.84566], [0.56187, -0.28412, 3.46018], [1.38225, -0.71814, 3.13001], [-4.64147, -1.25525, 1.98207], [-3.20938, -0.59585, 1.79806], [-3.72281, -1.45409, 2.19091], [0.89276, -3.67574, 1.37115], [-0.25327, -3.44111, 2.47623], [0.65567, -3.28722, 2.20915], [-0.33827, -4.50769, -0.65821], [-1.51387, -4.32008, 0.27684], [-0.61533, -4.72646, 0.23459], [3.24409, 3.43638, -0.83859], [3.23791, 4.32008, -2.24159], [3.15500, 4.30201, -1.29342], [-3.12388, 2.99288, 2.17422], [-2.67269, 2.32186, -1.02000], [-3.31824, 2.73394, 1.27041], [-1.36809, 0.64348, 2.22914], [-0.01348, 1.35577, 2.09875], [-0.62139, 1.00524, 2.75826]],
  "atomic_forces_ev_per_a": [[-0.26, 1.60, 0.65], [2.67, -1.66, -1.97], [-0.79, -1.77, -0.11], [2.58, 0.18, 1.63], [-1.19, 0.26, -0.52], [-0.25, 1.10, -0.36], [0.72, 0.10, 0.92], [-0.08, -0.15, 0.15], [-0.17, -0.46, -0.38], [0.53, 0.51, -0.25], [-0.66, 0.18, -0.67], [-0.10, 0.32, 0.20], [0.24, -0.29, -0.38], [0.16, -0.48, 0.07], [0.28, -0.38, -0.09], [-0.51, -0.10, -0.34], [-0.05, 0.15, -0.58], [-0.37, 0.62, 0.16], [-0.25, -0.19, 0.26], [-0.03, 0.22, -0.13], [-0.32, -0.07, -0.07], [-0.26, -0.82, -0.43], [0.26, 0.45, 0.22], [0.16, 0.18, 0.30], [0.23, 0.13, -0.06], [-2.49, 0.94, 1.35], [-0.05, -0.68, -0.44], [0.49, -0.28, -0.70], [-0.36, 0.94, 0.90], [-0.06, 0.44, 0.16], [-0.02, 0.07, 0.14], [0.00, -0.39, -0.31], [-0.20, -0.34, 0.21], [0.26, 0.01, 0.52], [0.19, 0.19, -0.48], [0.42, -0.03, -0.03], [0.39, 0.29, -0.40], [-0.64, -0.40, 0.46], [-0.02, -0.09, 0.14], [-0.27, -0.88, -0.24], [-0.25, 0.46, 0.34], [-0.96, -0.51, -0.31], [-0.05, -0.47, -0.80], [0.88, 1.13, 1.42], [0.10, -0.05, -0.19], [0.32, 0.12, 0.25], [-0.26, -0.13, -0.31], [-0.04, -0.13, -0.95], [0.10, -0.78, -0.12], [-0.14, 1.06, 0.92], [0.09, 0.05, -0.02], [-0.01, -0.06, 0.26], [0.12, -0.40, -0.26], [0.27, 0.13, -0.37], [-0.23, 0.01, -0.19], [-0.14, 0.16, 0.82]],
  "mulliken_charge": [-1.140, -0.641, 2.297, 1.159, -1.504, -0.408, -0.622, 0.324, 0.284, -1.776, 0.165, 0.235, 0.186, 0.389, 0.346, 0.234, 0.297, 0.488, 0.239, -0.912, 0.295, 0.175, -0.685, 0.417, 0.297, -0.570, 0.498, 0.256, -0.810, 0.378, 0.293, -0.698, 0.269, 0.476, -0.790, 0.411, 0.352, -0.745, 0.301, 0.439, -0.852, 0.252, 0.302, -0.673, 0.299, 0.387, -0.701, 0.454, 0.275, -0.650, 0.266, 0.234, -0.738, 0.538, 0.287, -0.880]
}